# C25H26CaN7O4S2

C25H26CaN7O4S2 as an isolated structure in a non-equilibrium geometry (ωB97M-V with the def2-TZVPD basis set, the Open Molecules 2025 dataset).

Values from the calculation:
- Multiplicity: 1
- HOMO energy: -3.7 eV
- Gap between HOMO and LUMO: 6.07 eV
- ΔE to the lowest compared entry with this formula, charge and spin: 10.4 kcal per mole
- Molar mass: 592.740 g mol⁻¹
- Charge: -1

Atoms and positions in Å:
Ca 0.284 -0.399 1.138
C -1.976 1.085 -1.040
N -0.736 1.598 -0.438
C -1.048 2.748 0.459
C -0.602 2.694 1.917
N -0.948 1.450 2.630
C -2.404 1.222 2.661
C -0.431 1.471 3.999
C -0.602 2.617 4.774
C -0.167 2.686 6.086
C 0.448 1.568 6.641
C 0.595 0.416 5.888
C 0.150 0.315 4.555
S 0.278 -1.225 3.722
C 0.275 1.919 -1.440
C -0.108 2.190 -2.751
C 0.824 2.450 -3.746
C 2.172 2.455 -3.414
C 2.559 2.212 -2.106
C 1.638 1.933 -1.081
S 2.213 1.598 0.545
H -2.552 1.872 -1.543
H -2.601 0.634 -0.276
H -1.741 0.306 -1.764
H -2.133 2.883 0.435
H -0.606 3.657 0.047
H -1.075 3.571 2.384
H 0.471 2.814 1.972
H -2.946 2.146 2.907
H -2.624 0.475 3.421
H -2.763 0.838 1.708
H -1.090 3.484 4.345
H -0.308 3.592 6.664
H 0.805 1.594 7.665
H 1.061 -0.462 6.319
H -1.156 2.186 -3.022
H 0.495 2.636 -4.762
H 2.922 2.638 -4.177
H 3.608 2.208 -1.838
O 4.315 -2.463 0.491
C 3.051 -2.096 0.756
O 2.760 -1.162 1.446
C 2.020 -2.943 0.064
C 2.295 -4.064 -0.683
C 1.232 -4.683 -1.335
C -0.039 -4.149 -1.236
C -0.219 -3.022 -0.449
N 0.793 -2.456 0.197
C -1.550 -2.267 -0.348
O -2.413 -2.532 -1.205
O -1.624 -1.418 0.580
H 4.867 -1.781 0.903
H 3.308 -4.433 -0.762
H 1.408 -5.562 -1.941
H -0.883 -4.570 -1.764
N -1.420 -2.212 -5.997
C -0.983 -2.090 -4.697
N -1.680 -2.766 -3.768
N 0.094 -1.394 -4.508
C 0.671 -1.234 -3.320
N 1.260 -1.041 -2.339
H -2.412 -2.292 -6.143
H -0.945 -1.585 -6.624
H -2.530 -3.225 -4.039
H -1.555 -2.635 -2.763